(1)
C24H22FI2N3O3 | ωB97M-V/def2-TZVPD

```
55
Properties=species:S:1:pos:R:3:forces:R:3
C -1.193 -1.603 -2.752 0.96 0.69 0.50
C -0.527 -1.696 -1.257 1.28 -4.43 0.67
I -0.422 0.211 -0.103 -0.19 -1.53 -1.07
C 0.007 -2.969 -0.627 -1.22 5.67 0.15
I -0.049 -4.892 -1.686 0.12 1.63 1.09
C 0.653 -2.752 0.900 2.97 -0.68 -1.75
C 2.142 -2.668 1.095 -5.49 -0.19 1.07
C 3.309 -2.808 -0.048 -0.21 -0.03 0.63
C 4.129 -1.426 -0.377 0.58 -0.12 -0.57
F 5.518 -1.857 -0.785 -2.86 0.93 0.97
C 2.195 -2.457 2.720 5.12 1.18 0.61
O 3.316 -2.189 3.399 -8.21 -1.91 -3.86
O 0.811 -2.562 3.278 0.06 0.50 -1.08
C -0.251 -2.621 2.261 -2.92 0.39 -1.94
O -1.582 -2.545 2.337 9.56 -0.63 0.36
H -2.346 -1.461 -2.611 2.21 -0.38 -0.45
H -0.733 -0.640 -3.279 -1.15 -2.00 1.22
H -0.900 -2.519 -3.439 -0.81 1.74 1.73
H 4.079 -3.632 0.335 -1.66 1.91 -0.88
H 2.790 -3.161 -1.043 0.96 0.55 2.19
H 3.704 -0.850 -1.322 0.81 -1.39 2.07
H 4.216 -0.675 0.516 0.01 -1.72 -1.62
N 2.434 -7.833 1.573 0.01 0.45 0.90
C 3.076 -8.340 2.648 -0.42 0.27 -0.81
C 3.081 -7.740 3.897 -0.15 0.25 0.00
C 2.388 -6.545 4.055 0.00 0.02 0.04
C 1.718 -5.996 2.966 0.17 -0.14 0.18
C 1.769 -6.672 1.758 0.43 -0.78 -0.24
H 3.605 -9.273 2.473 -0.03 0.06 0.05
H 3.612 -8.194 4.726 -0.04 0.03 -0.09
H 2.370 -6.044 5.019 0.00 -0.04 -0.12
H 1.170 -5.066 3.057 0.03 -0.15 0.02
H 1.259 -6.287 0.879 0.02 0.01 0.08
N -0.653 3.331 0.847 0.03 0.92 -0.10
C -0.589 4.110 1.949 -0.03 -0.65 -0.56
C -0.612 5.495 1.915 -0.04 0.06 -0.25
C -0.703 6.122 0.677 0.00 -0.05 0.00
C -0.769 5.347 -0.476 0.10 0.18 0.18
C -0.743 3.968 -0.341 0.05 -0.48 0.71
H -0.516 3.574 2.890 -0.01 0.08 -0.05
H -0.561 6.071 2.832 0.00 -0.09 -0.07
H -0.723 7.206 0.611 0.01 -0.12 -0.01
H -0.839 5.805 -1.456 -0.09 -0.08 0.10
H -0.795 3.319 -1.211 0.00 0.08 0.02
N -2.874 6.367 -2.887 -0.95 0.10 -0.47
C -3.058 6.638 -4.198 0.22 -0.17 0.85
C -4.304 6.757 -4.792 -0.19 -0.04 0.18
C -5.432 6.584 -3.997 0.00 0.00 0.02
C -5.274 6.302 -2.644 0.00 0.07 -0.29
C -3.987 6.206 -2.140 0.82 0.09 -0.37
H -2.148 6.761 -4.777 -0.09 0.00 0.00
H -4.393 6.978 -5.850 0.03 -0.02 0.10
H -6.426 6.668 -4.428 0.12 -0.01 0.05
H -6.133 6.161 -1.997 0.10 0.01 -0.04
H -3.812 5.991 -1.089 -0.04 -0.01 -0.06
```
Forces are in eV/Å.

Results
- frontier orbital gap (eV) = 7.1
- SMILES string = C/C(I)=C(\I)C1=C(CCF)C(=O)OC1=O.c1ccncc1.c1ccncc1.c1ccncc1
- molecular weight (g/mol) = 673.264
- HOMO energy (eV) = -8.9

Atomic partial charges in e from the Mulliken method, atoms 1 to 6: atom 1 (C): -0.924, atom 2 (C): 0.165, atom 3 (I): 0.122, atom 4 (C): -0.844, atom 5 (I): 0.077, atom 6 (C): 0.274

***

(2)
C24H23Br2CrN2O | ωB97M-V/def2-TZVPD

```
53
Properties=species:S:1:pos:R:3:forces:R:3
Cr 0.236 0.797 0.633 -0.12 -0.29 0.00
C 0.170 2.340 2.158 -0.03 0.11 0.11
C 0.969 2.774 1.060 0.11 0.00 -0.01
C 2.111 1.938 1.005 -0.01 0.03 0.06
C 2.005 1.001 2.064 0.11 0.08 -0.12
C 0.826 1.260 2.778 -0.03 -0.03 -0.01
H -0.767 2.774 2.458 0.01 0.00 0.03
H 0.754 3.608 0.413 -0.04 -0.01 0.01
H 2.933 2.038 0.315 -0.01 0.00 0.00
H 2.687 0.192 2.269 0.01 0.00 -0.01
H 0.449 0.673 3.600 -0.04 0.00 -0.02
C -0.707 -0.283 -2.020 -0.02 -0.02 -0.03
N 0.240 0.771 -1.605 0.06 0.04 0.10
C 1.498 0.554 -2.325 0.01 0.00 -0.02
C -0.291 2.095 -2.012 -0.01 -0.01 0.00
C -1.510 2.378 -1.192 0.06 -0.03 0.00
C -2.610 3.065 -1.694 0.03 0.00 -0.03
C -3.731 3.228 -0.897 -0.03 0.01 0.01
C -3.745 2.673 0.377 -0.02 0.01 -0.01
C -2.641 1.981 0.855 0.00 -0.01 0.02
C -1.485 1.832 0.088 -0.04 0.06 -0.01
H -0.882 -0.224 -3.101 0.00 -0.02 0.01
H -1.651 -0.162 -1.495 0.00 0.00 0.00
H -0.288 -1.259 -1.782 0.00 0.00 -0.01
H 1.338 0.647 -3.406 0.00 -0.01 0.00
H 1.879 -0.444 -2.122 -0.01 0.01 -0.01
H 2.234 1.297 -2.020 0.00 0.00 0.00
H -0.499 2.093 -3.090 0.00 0.01 0.01
H 0.501 2.828 -1.827 0.00 -0.01 -0.01
H -2.593 3.458 -2.706 -0.01 0.01 0.00
H -4.596 3.762 -1.270 0.00 0.00 -0.01
H -4.629 2.770 0.996 0.00 0.00 0.00
H -2.693 1.527 1.838 0.01 -0.01 0.00
C 3.488 -0.867 -0.143 0.03 0.01 0.00
C 2.339 -1.802 0.077 -0.13 0.02 0.05
C 2.595 -3.185 -0.063 0.07 0.01 -0.01
C 1.624 -4.102 0.189 -0.01 -0.05 0.00
C 0.355 -3.661 0.615 -0.05 -0.03 0.01
C -0.728 -4.511 0.942 0.06 0.06 -0.01
Br -0.543 -6.394 0.813 0.00 -0.01 -0.01
C -1.917 -3.987 1.362 -0.10 0.07 0.04
C -2.086 -2.601 1.475 0.07 -0.04 -0.02
Br -3.737 -1.906 2.062 0.00 -0.03 0.00
C -1.068 -1.707 1.168 0.04 0.03 -0.01
O -1.186 -0.429 1.263 -0.01 0.08 -0.04
C 0.171 -2.267 0.721 0.01 0.01 0.02
N 1.148 -1.348 0.428 -0.01 -0.01 -0.06
H 4.107 -1.214 -0.971 0.00 0.01 -0.01
H 4.121 -0.846 0.747 0.01 -0.01 0.00
H 3.150 0.139 -0.342 0.02 0.00 0.01
H 3.584 -3.494 -0.376 -0.01 -0.02 0.01
H 1.811 -5.162 0.079 0.02 0.01 -0.01
H -2.744 -4.636 1.615 0.01 -0.02 -0.01
```
Forces are in eV/Å.

Results
- frontier orbital gap (alpha / beta) (eV) = 7.3 / 7.3
- molecular weight (g/mol) = 567.265
- HOMO energy (alpha / beta) (eV) = -7.3 / -7.5
- spin multiplicity = 2

Atomic partial charges in e from the Mulliken method, atoms 1 to 6: atom 1 (Cr): -0.513, atom 2 (C): -0.866, atom 3 (C): -0.562, atom 4 (C): -0.478, atom 5 (C): -0.509, atom 6 (C): -0.526

***

(3)
C24H23Br6F3O3 | ωB97M-V/def2-TZVPD

```
59
Properties=species:S:1:pos:R:3:forces:R:3
C -1.453 1.137 5.816 0.41 -0.59 1.42
C -1.753 1.767 4.492 0.62 -1.67 0.54
C -3.193 1.962 4.197 -1.45 -0.36 1.51
O -3.290 3.317 3.872 -0.93 0.94 -1.02
C -2.140 3.955 4.074 0.55 4.52 -1.60
O -1.993 5.191 3.835 -0.23 -5.35 1.41
O -1.210 3.067 4.473 0.71 1.04 -0.44
H -1.835 0.122 5.925 -0.33 -0.03 -0.37
H -1.821 1.687 6.683 -0.38 0.33 -0.22
H -0.393 1.020 6.040 0.22 0.21 -0.53
H -1.395 1.066 3.738 0.94 0.68 -0.44
H -3.772 1.848 5.114 -0.22 -0.26 0.10
H -3.609 1.263 3.472 0.10 0.52 -0.41
F 0.627 -9.945 -0.013 0.53 1.21 -0.50
C 1.081 -8.720 -0.476 0.23 -0.66 -0.29
C 0.417 -7.579 -0.062 0.13 -1.12 0.48
C 0.840 -6.339 -0.478 1.19 0.40 -0.86
C 1.906 -6.218 -1.417 -0.29 -1.73 1.64
C 2.627 -7.410 -1.728 -1.32 1.43 -0.75
C 2.196 -8.668 -1.313 -0.35 0.29 0.73
H -0.347 -7.754 0.682 -0.24 0.37 0.00
H 0.423 -5.470 0.009 -0.23 0.19 -0.35
H 2.226 -5.233 -1.723 0.13 -0.11 -0.18
H 3.414 -7.313 -2.461 0.33 -0.20 0.17
H 2.749 -9.562 -1.560 -0.09 -0.06 -0.09
F -0.191 1.274 -0.317 -0.43 0.28 0.03
C -1.505 1.052 -0.575 0.14 -0.60 -0.73
C -1.887 -0.262 -0.768 -0.15 -0.24 0.72
C -3.214 -0.552 -1.049 0.98 0.69 0.18
C -4.109 0.518 -1.212 -0.54 -2.32 0.16
C -3.741 1.802 -0.968 1.05 1.13 -1.01
C -2.384 2.089 -0.752 0.37 0.16 0.89
H -1.146 -1.024 -0.573 0.00 -0.20 -0.18
H -3.460 -1.603 -1.091 -0.50 0.09 -0.34
H -5.102 0.229 -1.522 -0.30 0.41 0.13
H -4.441 2.599 -1.172 -0.02 0.14 0.26
H -1.910 3.052 -0.629 -0.60 0.47 -0.07
F 4.329 -0.701 0.391 -0.69 -0.69 0.93
C 5.261 0.065 -0.144 0.89 0.08 -2.56
C 6.025 -0.509 -1.202 -0.14 0.97 1.87
C 6.955 0.327 -1.800 -0.17 0.70 0.04
C 7.008 1.687 -1.455 -0.22 0.71 0.31
C 6.210 2.251 -0.452 0.24 -1.40 -0.49
C 5.323 1.399 0.188 -0.01 -0.06 0.87
H 5.939 -1.576 -1.343 0.04 0.01 -0.37
H 7.651 -0.017 -2.550 -0.11 -0.22 -0.10
H 7.660 2.380 -1.968 0.33 -0.27 -0.19
H 6.277 3.279 -0.128 0.09 0.07 -0.26
H 4.740 1.734 1.033 -0.27 0.10 -0.06
C 2.056 7.081 -0.528 -0.34 -0.28 -0.44
Br 0.155 7.507 -0.972 1.07 -0.28 0.80
Br 2.735 6.086 -2.097 0.00 0.46 0.92
Br 2.428 6.148 1.166 -0.56 0.38 -0.95
H 2.579 8.032 -0.425 -0.17 -0.30 -0.32
C -8.199 1.731 -5.855 0.93 -0.62 1.81
Br -7.578 3.408 -5.020 -0.57 -0.65 -0.65
Br -9.716 0.971 -4.747 1.18 0.64 -1.26
Br -6.609 0.475 -5.748 -1.31 0.70 -0.30
H -8.437 1.875 -6.909 -0.22 -0.07 0.43
```
Forces are in eV/Å.

Results
- frontier orbital gap (eV) = 8.5
- molecular weight (g/mol) = 895.863
- HOMO energy (eV) = -9.1

Atomic partial charges in e from the Mulliken method, atoms 1 to 6: atom 1 (C): -1.604, atom 2 (C): 0.725, atom 3 (C): -0.388, atom 4 (O): -0.332, atom 5 (C): 0.675, atom 6 (O): -0.610

***

no.,maximum force (eV Å⁻¹)
1,9.6
2,0.3
3,5.5